1.
C23H28GeN5O11P2PbSe | ωB97M-V with the def2-TZVPD basis set

Computed properties:
charge	-1
calculated total energy	-199972.264	eV
relative energy (zero: lowest compared OMol25 entry of this formula, charge and spin)	18.8	kcal per mole
Kohn-Sham gap	7.05	eV
E_HOMO	-5.124	eV
F_max	0.013	Eh/bohr
LUMO energy	1.93	eV

Each line ends with the Mulliken charge.
Cartesian coordinates (Å):
Pb  0.120  -0.213  0.403  1.306
O  -0.739  -0.136  2.748  -0.492
N  -1.956  0.077  2.990  -0.495
N  -2.686  0.200  1.946  1.057
O  -2.235  0.125  0.716  -0.691
C  -4.086  0.453  2.130  0.225
C  -4.651  0.508  3.398  -0.288
C  -6.008  0.753  3.518  -0.447
C  -6.800  0.942  2.392  -0.501
C  -6.219  0.882  1.135  -0.471
C  -4.859  0.636  0.996  -0.503
H  -4.031  0.361  4.270  0.428
H  -6.450  0.798  4.506  0.359
H  -7.860  1.133  2.496  0.367
H  -6.824  1.028  0.249  0.357
H  -4.384  0.584  0.028  0.385
O  4.259  -0.292  -1.086  -0.600
P  2.855  -0.816  -1.663  0.859
O  2.164  -1.578  -0.597  -0.556
O  2.064  0.647  -1.829  -0.093
O  2.989  -1.312  -3.070  -0.933
P  0.769  0.716  -2.745  0.523
O  1.278  0.467  -4.209  -0.672
O  0.291  2.200  -2.725  -0.365
O  -0.244  -0.230  -2.220  -0.497
H  4.774  0.116  -1.787  0.314
H  1.946  -0.259  -4.148  0.446
O  3.574  5.827  3.579  -0.667
N  3.021  6.097  2.519  0.991
O  3.002  7.228  2.056  -0.672
C  2.349  5.044  1.797  -0.644
C  1.518  5.432  0.774  -0.645
C  0.785  4.530  0.018  1.066
C  -0.135  4.961  -1.010  -0.959
C  -0.798  4.065  -1.739  -1.054
C  -0.553  2.614  -1.540  0.158
N  0.116  2.239  -0.344  0.159
C  0.839  3.145  0.294  -0.397
C  1.739  2.728  1.368  0.295
N  1.827  1.398  1.574  0.279
C  2.658  0.916  2.464  -0.317
C  3.476  1.749  3.232  -0.929
C  3.394  3.104  3.063  -0.478
C  2.502  3.653  2.113  0.633
H  1.431  6.491  0.568  0.517
H  -0.276  6.025  -1.165  0.390
H  -1.490  4.355  -2.518  0.447
H  -1.462  2.024  -1.655  0.247
H  2.688  -0.163  2.572  0.495
H  4.164  1.323  3.949  0.402
H  4.005  3.764  3.655  0.502
C  0.475  -3.655  -3.150  -0.448
Ge  0.998  -4.864  -1.727  0.431
C  2.926  -5.121  -1.751  -1.115
C  0.121  -6.596  -2.000  -1.279
C  0.554  -4.369  0.128  -0.773
Se  -1.030  -3.343  0.625  -0.098
C  -2.025  -3.195  -1.043  -0.760
H  1.224  -3.730  -3.939  0.405
H  0.454  -2.621  -2.812  -0.299
H  -0.502  -3.921  -3.555  0.473
H  3.233  -5.592  -2.687  0.379
H  3.252  -5.747  -0.918  0.359
H  3.407  -4.146  -1.674  0.230
H  0.305  -6.977  -3.006  0.370
H  -0.958  -6.504  -1.860  0.360
H  0.499  -7.325  -1.281  0.364
H  1.408  -3.807  0.510  0.292
H  0.487  -5.311  0.673  0.512
H  -1.641  -2.385  -1.659  0.041
H  -3.056  -2.991  -0.761  0.424
H  -1.978  -4.138  -1.581  0.290

=====

2.
C15H22N2O3S2 | ωB97M-V with the def2-TZVPD basis set

Computed properties:
charge	0
calculated total energy	-46706.794	eV
relative energy (zero: lowest compared OMol25 entry of this formula, charge and spin)	0.0	kcal per mole
Kohn-Sham gap	9.14	eV
E_HOMO	-8.570	eV
F_max	0.020	Eh/bohr
LUMO energy	0.57	eV
SMILES string	CCOC(=O)Cc1csc(SCC(=O)NC2CCCCC2)n1

Each line ends with the natural charge from an NBO analysis.
Cartesian coordinates (Å):
C  3.196  1.152  -1.698  -0.632
C  4.279  0.513  -0.843  -0.078
H  4.417  1.075  0.086  0.201
H  5.225  0.449  -1.385  0.189
O  3.936  -0.837  -0.522  -0.500
C  3.201  -1.045  0.565  0.816
O  2.865  -0.192  1.342  -0.609
C  2.836  -2.516  0.693  -0.523
C  1.356  -2.643  0.528  0.141
C  0.474  -3.042  1.484  -0.438
S  -1.141  -3.025  0.886  0.414
C  -0.489  -2.445  -0.643  -0.120
N  0.790  -2.306  -0.660  -0.471
S  -1.468  -2.104  -2.036  0.312
C  -3.136  -2.154  -1.309  -0.635
H  -3.813  -1.923  -2.133  0.260
H  -3.349  -3.163  -0.953  0.250
C  -3.367  -1.161  -0.164  0.670
O  -4.150  -1.423  0.722  -0.619
N  -2.677  -0.018  -0.271  -0.635
H  -2.019  0.084  -1.030  0.406
C  -2.622  0.979  0.780  -0.059
C  -2.730  2.385  0.188  -0.402
C  -1.484  2.768  -0.610  -0.400
C  -0.228  2.621  0.244  -0.398
C  -0.101  1.192  0.765  -0.421
C  -1.330  0.828  1.593  -0.397
H  -1.389  1.485  2.463  0.203
H  -1.253  -0.199  1.956  0.215
H  0.003  0.500  -0.075  0.189
H  0.796  1.089  1.377  0.241
H  0.652  2.889  -0.343  0.206
H  -0.285  3.307  1.092  0.195
H  -1.397  2.138  -1.498  0.185
H  -1.581  3.800  -0.953  0.212
H  -2.858  3.091  1.011  0.206
H  -3.616  2.444  -0.447  0.213
H  -3.484  0.776  1.424  0.235
H  0.670  -3.340  2.493  0.244
H  3.126  -2.876  1.680  0.241
H  3.351  -3.074  -0.089  0.246
H  2.266  1.197  -1.137  0.218
H  3.494  2.159  -1.976  0.215
H  3.034  0.564  -2.598  0.216